A.
# C32H96O16

A cluster of 16 separate species, C32H96O16 in total (ωB97M-V/def2-TZVPD, OMol25).

The geometry in ORCA input format:
```
! RIJCOSX wB97M-V def2-TZVPD def2/J DEFGRID3
* xyz 0 1
C 2.426 2.228 2.931
C 1.032 2.642 3.419
O 0.552 3.786 2.680
H 3.138 3.047 3.031
H 2.383 1.897 1.893
H 2.862 1.410 3.506
H 1.090 2.869 4.484
H 0.313 1.827 3.335
H -0.345 3.942 2.984
C -0.709 -5.348 0.309
C -1.900 -5.093 1.139
O -2.294 -3.663 1.324
H -0.505 -6.418 0.351
H 0.139 -4.773 0.681
H -0.960 -5.145 -0.732
H -1.736 -5.587 2.096
H -2.769 -5.651 0.788
H -2.582 -3.384 0.451
C 1.100 2.705 -3.605
C 2.151 1.896 -4.261
O 3.367 2.179 -3.602
H 1.273 3.754 -3.841
H 1.065 2.526 -2.531
H 0.151 2.493 -4.099
H 2.234 2.198 -5.305
H 1.868 0.847 -4.172
H 3.407 1.682 -2.781
C 3.025 4.356 -0.580
C 1.666 4.980 -0.400
O 0.749 3.940 -0.167
H 3.781 5.130 -0.714
H 3.065 3.728 -1.470
H 3.280 3.852 0.353
H 1.328 5.604 -1.228
H 1.595 5.637 0.467
H 0.864 3.654 0.742
C 4.553 -5.938 -0.617
C 4.539 -4.693 0.311
O 3.258 -4.153 0.177
H 5.513 -6.449 -0.536
H 4.380 -5.748 -1.677
H 3.871 -6.741 -0.339
H 5.354 -4.013 0.062
H 4.708 -4.999 1.343
H 3.079 -3.570 0.919
C 4.998 -0.872 -1.197
C 4.652 0.455 -0.565
O 3.324 0.865 -1.024
H 4.825 -0.847 -2.273
H 4.480 -1.752 -0.817
H 6.070 -1.008 -1.051
H 5.410 1.131 -0.960
H 4.647 0.496 0.524
H 2.687 0.303 -0.575
C -0.254 0.530 -0.497
C 0.194 -0.502 0.551
O 1.573 -0.868 0.343
H -0.181 0.040 -1.468
H 0.433 1.373 -0.572
H -1.245 0.900 -0.237
H -0.367 -1.436 0.548
H 0.161 -0.068 1.550
H 1.810 -1.598 0.920
C 4.764 -1.981 2.816
C 3.278 -1.969 3.274
O 2.516 -2.663 2.319
H 4.859 -1.232 2.030
H 5.072 -2.992 2.548
H 5.485 -1.754 3.601
H 2.973 -0.923 3.299
H 3.096 -2.438 4.241
H 1.690 -2.925 2.731
C -1.492 0.285 -4.539
C -2.499 1.409 -4.133
O -3.058 2.035 -5.247
H -0.965 -0.167 -3.698
H -0.710 0.717 -5.163
H -1.936 -0.484 -5.172
H -2.035 2.157 -3.489
H -3.353 1.006 -3.589
H -3.987 1.795 -5.282
C -5.808 1.704 0.078
C -4.466 1.754 -0.566
O -4.101 3.115 -0.618
H -6.025 0.636 0.054
H -6.576 2.239 -0.479
H -5.870 2.097 1.093
H -4.566 1.410 -1.596
H -3.711 1.236 0.025
H -3.234 3.208 -1.020
C 0.086 -3.072 5.424
C -0.719 -3.512 4.246
O 0.013 -3.166 3.140
H 0.222 -1.993 5.347
H 0.998 -3.661 5.519
H -0.433 -3.311 6.353
H -1.706 -3.098 4.038
H -0.761 -4.600 4.195
H -0.666 -2.980 2.488
C -3.528 -2.736 -3.125
C -3.157 -2.033 -1.887
O -3.693 -2.723 -0.779
H -3.107 -3.741 -3.132
H -3.069 -2.220 -3.968
H -4.599 -2.844 -3.298
H -3.566 -1.022 -1.866
H -2.074 -2.134 -1.812
H -4.581 -2.377 -0.665
C -3.122 4.957 -2.862
C -1.654 4.730 -2.532
O -1.620 3.841 -1.451
H -3.630 5.387 -1.998
H -3.736 4.088 -3.098
H -3.234 5.699 -3.652
H -1.066 5.612 -2.276
H -1.225 4.215 -3.392
H -0.756 3.970 -1.053
C -2.522 5.137 1.583
C -2.661 3.756 2.180
O -1.983 3.805 3.381
H -3.087 5.258 0.659
H -1.471 5.284 1.334
H -2.735 5.896 2.336
H -2.120 3.084 1.514
H -3.694 3.437 2.316
H -2.092 2.937 3.775
C 0.124 -3.124 -3.252
C 1.133 -3.214 -2.086
O 1.701 -4.472 -2.091
H 0.669 -3.436 -4.143
H -0.240 -2.104 -3.377
H -0.700 -3.824 -3.117
H 0.788 -3.003 -1.074
H 1.832 -2.399 -2.273
H 2.401 -4.498 -1.435
C -2.294 0.112 2.588
C -1.926 0.080 4.045
O -2.038 1.346 4.584
H -1.793 0.894 2.017
H -3.337 0.406 2.470
H -2.165 -0.860 2.112
H -0.939 -0.365 4.168
H -2.622 -0.598 4.539
H -1.770 1.329 5.505
*
```

E_LUMO: 0.2 eV
Kohn-Sham gap: 0.3504 hartree

Mulliken population analysis, charges in e, atoms 1 to 99: -0.986 0.462 -0.676 0.452 -0.193 0.437 0.523 -0.487 0.465 -0.445 -0.601 -0.479 0.442 -0.131 0.188 0.316 0.497 0.179 0.167 -0.565 -0.598 0.370 -0.401 0.074 0.386 0.182 0.111 -0.750 -0.520 0.215 0.537 0.087 0.118 0.365 0.366 -0.505 -1.628 -0.074 0.027 0.414 0.385 0.331 0.352 0.321 0.106 -0.942 -0.394 0.381 0.378 -0.059 0.433 0.416 0.301 -0.231 1.376 0.421 1.355 -0.317 -0.778 -0.846 -0.628 0.042 -0.582 -0.860 0.126 -0.427 -0.036 0.179 0.463 -0.237 0.487 0.247 -1.037 0.591 -0.597 -0.299 0.483 0.435 -0.629 0.574 0.402 -1.717 1.477 -0.506 0.380 0.401 0.347 -0.066 -0.514 -0.110 -1.462 -0.061 -0.213 0.263 0.309 0.446 0.387 0.291 -0.245

=====

B.
# C32H96O16

A cluster of 16 separate species, C32H96O16 in total (ωB97M-V/def2-TZVPD, OMol25).

The geometry in ORCA input format:
```
! RIJCOSX wB97M-V def2-TZVPD def2/J DEFGRID3
* xyz 0 1
C -3.927 4.688 -0.262
C -3.747 6.159 -0.796
O -2.847 6.650 0.171
H -4.035 4.629 0.821
H -3.062 4.083 -0.535
H -4.714 4.136 -0.776
H -4.676 6.727 -0.853
H -3.157 6.305 -1.701
H -2.008 6.313 -0.151
C 0.435 3.463 2.999
C -0.298 4.108 1.843
O -0.124 3.391 0.674
H 0.241 4.151 3.822
H 1.512 3.344 2.880
H -0.042 2.504 3.204
H 0.002 5.098 1.498
H -1.365 4.073 2.061
H -0.648 2.587 0.667
C -1.810 2.539 -3.627
C -2.675 1.563 -2.884
O -4.044 1.938 -2.913
H -0.807 2.149 -3.801
H -1.642 3.430 -3.022
H -2.168 2.874 -4.600
H -2.283 1.471 -1.871
H -2.701 0.590 -3.373
H -4.496 1.395 -2.263
C -7.611 0.301 -1.004
C -6.248 0.222 -0.337
O -5.326 0.005 -1.365
H -8.348 0.219 -0.205
H -7.960 -0.448 -1.715
H -7.707 1.292 -1.447
H -6.320 -0.709 0.224
H -5.963 1.074 0.281
H -4.946 -0.860 -1.197
C 6.959 1.049 -0.467
C 5.678 0.456 -1.150
O 6.106 -0.651 -1.924
H 7.770 1.309 -1.147
H 7.414 0.304 0.185
H 6.808 1.994 0.055
H 5.141 1.201 -1.737
H 4.876 0.213 -0.453
H 6.741 -0.293 -2.548
C 2.981 -4.480 -1.953
C 3.669 -3.111 -2.283
O 4.877 -3.025 -1.641
H 2.093 -4.508 -2.584
H 2.811 -4.596 -0.883
H 3.584 -5.353 -2.204
H 2.923 -2.370 -1.995
H 3.875 -2.985 -3.346
H 5.227 -2.156 -1.849
C -0.225 -1.045 1.208
C -0.297 0.099 0.185
O -1.481 0.835 0.507
H 0.621 -1.718 1.068
H -1.058 -1.747 1.167
H -0.094 -0.575 2.183
H -0.324 -0.197 -0.864
H 0.470 0.865 0.303
H -2.222 0.342 0.147
C 0.981 7.683 -0.402
C 0.696 6.580 -1.358
O -0.280 5.768 -0.762
H 1.924 8.208 -0.555
H 0.959 7.301 0.618
H 0.131 8.360 -0.492
H 1.569 5.966 -1.582
H 0.392 6.898 -2.356
H 0.047 4.986 -0.311
C 2.047 2.081 -2.982
C 1.957 0.973 -4.069
O 1.505 1.447 -5.282
H 1.080 2.496 -2.700
H 2.531 2.986 -3.347
H 2.576 1.746 -2.089
H 1.377 0.113 -3.734
H 2.976 0.593 -4.136
H 1.485 0.710 -5.898
C 3.534 -2.934 4.997
C 3.537 -2.084 6.309
O 3.443 -0.719 6.087
H 2.674 -2.602 4.416
H 3.470 -3.999 5.222
H 4.432 -2.761 4.405
H 4.499 -2.242 6.797
H 2.870 -2.408 7.107
H 3.153 -0.430 6.955
C 4.138 -6.751 3.440
C 4.654 -5.823 2.258
O 5.621 -4.933 2.838
H 3.569 -6.175 4.171
H 5.003 -7.193 3.933
H 3.427 -7.503 3.097
H 3.786 -5.462 1.707
H 5.203 -6.551 1.659
H 6.023 -4.534 2.063
C -2.491 -2.337 -1.891
C -3.820 -2.943 -2.496
O -4.937 -2.621 -1.709
H -1.760 -2.195 -2.687
H -2.021 -2.854 -1.054
H -2.733 -1.345 -1.511
H -3.551 -3.996 -2.576
H -3.979 -2.502 -3.480
H -5.181 -3.508 -1.435
C 2.246 -2.178 -5.796
C 1.973 -1.915 -7.330
O 1.955 -0.528 -7.382
H 3.198 -1.857 -5.374
H 2.251 -3.263 -5.694
H 1.451 -1.817 -5.143
H 1.046 -2.311 -7.745
H 2.781 -2.300 -7.951
H 2.334 -0.197 -8.199
C -6.097 0.605 3.982
C -7.141 -0.316 3.465
O -8.335 0.404 3.372
H -5.217 0.051 4.308
H -6.418 1.243 4.806
H -5.722 1.264 3.198
H -7.174 -1.270 3.992
H -6.818 -0.663 2.484
H -9.100 -0.021 2.979
C 3.924 0.087 3.121
C 5.386 -0.135 3.496
O 5.570 0.311 4.830
H 3.892 -0.039 2.039
H 3.503 1.074 3.313
H 3.188 -0.657 3.424
H 6.017 0.468 2.843
H 5.861 -1.107 3.365
H 4.921 -0.184 5.335
C -4.193 -2.523 2.216
C -4.021 -3.991 2.525
O -3.221 -4.549 1.513
H -3.254 -2.020 1.986
H -4.589 -1.966 3.064
H -4.844 -2.496 1.342
H -4.882 -4.615 2.768
H -3.442 -3.961 3.447
H -2.947 -5.428 1.784
*
```

E_LUMO: 0.1 eV
Kohn-Sham gap: 0.3295 hartree

Mulliken population analysis, charges in e, atoms 1 to 99: -0.466 -0.318 -0.568 0.310 -0.118 0.320 0.303 0.213 0.319 -1.316 -0.055 -0.349 0.414 0.271 0.275 0.332 0.292 -0.004 -0.738 0.829 -0.614 -0.130 0.085 0.413 -0.425 0.323 0.481 -1.309 0.445 -0.434 0.351 0.304 0.318 -0.190 0.291 0.047 -1.320 0.367 -0.583 0.429 0.297 0.358 0.071 0.062 0.275 -1.229 0.396 -0.542 0.337 0.216 0.354 0.104 0.088 0.334 -1.037 0.089 -0.564 0.384 -0.041 0.275 0.061 0.548 0.064 -1.014 -0.212 -0.097 0.378 0.236 0.265 0.221 0.320 0.147 -0.945 0.103 -0.603 0.041 0.421 0.146 0.040 0.422 0.362 -0.500 -0.498 -0.486 0.109 0.212 0.127 0.316 0.474 0.250 -1.129 -0.110 -0.510 0.238 0.287 0.382 0.172 0.386 0.297

=====

C.
# C32H96O16

A cluster of 16 separate species, C32H96O16 in total (ωB97M-V/def2-TZVPD, OMol25).

The geometry in ORCA input format:
```
! RIJCOSX wB97M-V def2-TZVPD def2/J DEFGRID3
* xyz 0 1
C 3.621 -5.865 1.648
C 2.144 -5.359 1.349
O 1.219 -6.435 1.523
H 3.745 -6.812 1.123
H 3.736 -6.191 2.682
H 4.425 -5.133 1.566
H 2.113 -5.085 0.294
H 1.843 -4.466 1.897
H 1.377 -7.206 0.974
C -0.896 4.563 5.114
C -0.104 3.295 5.328
O 0.000 3.086 6.685
H -0.682 5.274 5.911
H -1.868 4.200 5.445
H -0.884 4.951 4.095
H 0.858 3.478 4.850
H -0.468 2.423 4.784
H -0.910 3.056 6.989
C -4.049 0.345 -0.733
C -5.355 -0.350 -1.122
O -6.543 0.065 -0.554
H -4.205 1.418 -0.836
H -3.254 -0.043 -1.370
H -3.750 0.051 0.273
H -5.374 -1.411 -0.873
H -5.460 -0.279 -2.204
H -7.320 -0.154 -1.074
C -3.977 5.605 1.924
C -3.672 4.273 2.422
O -4.718 3.877 3.223
H -3.334 5.905 1.097
H -3.818 6.312 2.739
H -5.027 5.732 1.659
H -2.707 4.134 2.910
H -3.726 3.482 1.675
H -4.664 4.274 4.096
C 5.543 -2.368 1.024
C 4.230 -2.220 1.736
O 3.187 -2.098 0.752
H 5.393 -2.504 -0.047
H 6.134 -3.184 1.441
H 6.180 -1.487 1.099
H 4.195 -1.337 2.375
H 4.064 -3.130 2.314
H 3.098 -2.921 0.267
C -0.026 -2.148 3.512
C 0.484 -3.301 4.383
O 0.471 -2.970 5.797
H -0.501 -2.361 2.554
H 0.826 -1.537 3.213
H -0.838 -1.540 3.910
H 1.539 -3.375 4.121
H -0.034 -4.234 4.159
H -0.441 -2.950 6.097
C 0.014 0.387 -0.083
C 0.262 1.578 -1.043
O 1.253 1.124 -1.951
H -0.820 0.599 0.586
H 0.815 0.137 0.612
H -0.186 -0.559 -0.586
H 0.577 2.475 -0.509
H -0.639 1.760 -1.629
H 2.061 0.804 -1.543
C -4.772 5.756 -7.018
C -4.100 5.702 -5.633
O -3.540 4.434 -5.497
H -4.037 5.615 -7.811
H -5.232 6.744 -7.038
H -5.555 5.001 -6.953
H -4.718 5.934 -4.766
H -3.335 6.477 -5.690
H -3.381 4.238 -4.571
C -1.181 5.311 -2.416
C -2.276 4.557 -1.611
O -3.010 3.709 -2.449
H -0.587 5.924 -1.737
H -1.676 5.985 -3.116
H -0.656 4.573 -3.022
H -3.017 5.237 -1.189
H -1.785 3.827 -0.968
H -3.798 3.444 -1.969
C -3.849 -0.438 3.843
C -5.186 -0.077 4.544
O -5.659 1.143 4.140
H -3.058 0.268 3.587
H -4.042 -0.899 2.875
H -3.401 -1.268 4.389
H -5.030 -0.058 5.623
H -5.960 -0.828 4.385
H -5.251 1.817 4.688
C 4.783 1.279 -2.568
C 4.875 0.446 -1.281
O 3.576 0.122 -1.042
H 4.206 2.204 -2.556
H 4.328 0.777 -3.422
H 5.777 1.500 -2.956
H 5.336 1.066 -0.512
H 5.470 -0.440 -1.501
H 3.625 -0.690 -0.531
C 7.786 -2.357 -4.103
C 6.257 -2.586 -4.007
O 6.021 -3.559 -3.054
H 8.417 -3.027 -4.687
H 8.241 -2.136 -3.138
H 7.892 -1.407 -4.627
H 5.903 -2.992 -4.955
H 5.692 -1.661 -3.897
H 6.457 -4.392 -3.249
C -1.616 0.266 -4.656
C -2.726 0.698 -5.572
O -3.004 -0.381 -6.294
H -1.792 -0.661 -4.109
H -1.416 1.095 -3.978
H -0.619 0.254 -5.098
H -2.422 1.516 -6.225
H -3.636 1.138 -5.164
H -3.609 -0.011 -6.941
C 2.227 -4.442 -3.568
C 2.470 -3.651 -2.246
O 3.617 -4.146 -1.635
H 1.156 -4.611 -3.679
H 2.834 -5.347 -3.579
H 2.373 -3.742 -4.390
H 1.640 -3.758 -1.548
H 2.685 -2.599 -2.436
H 4.363 -4.218 -2.234
C -1.270 -3.686 -0.999
C -2.543 -3.107 -0.437
O -2.832 -3.643 0.752
H -0.515 -3.805 -0.222
H -0.883 -3.060 -1.803
H -1.429 -4.629 -1.523
H -3.371 -3.247 -1.132
H -2.342 -2.050 -0.263
H -2.558 -4.554 0.881
C 3.249 1.047 4.984
C 2.133 0.080 5.427
O 2.670 -1.157 5.648
H 2.855 2.064 4.983
H 3.574 0.781 3.978
H 4.021 1.041 5.753
H 1.390 -0.001 4.634
H 1.643 0.408 6.344
H 1.975 -1.812 5.745
*
```

E_LUMO: 0.4 eV
Kohn-Sham gap: 0.3598 hartree

Mulliken population analysis, charges in e, atoms 1 to 99: -1.237 0.941 -0.611 0.368 0.355 0.212 -0.236 -0.199 0.366 -1.117 0.095 -0.522 0.353 0.222 0.339 0.212 0.138 0.324 -0.069 -0.475 -0.546 0.184 0.124 -0.075 0.274 0.270 0.316 -1.066 0.466 -0.511 0.245 0.356 0.316 -0.201 0.078 0.293 -0.945 0.146 0.140 -0.105 0.409 0.368 0.061 0.096 -0.325 -0.176 -0.635 -0.579 0.186 -0.136 0.344 0.261 0.404 0.330 -0.791 0.210 -0.367 0.335 0.446 0.101 0.181 -0.256 0.436 -1.197 -0.191 -0.432 0.299 0.366 0.289 0.347 0.263 0.202 -1.376 0.136 -0.370 0.389 0.350 0.277 0.334 0.134 0.213 -0.616 -0.547 -0.408 0.314 0.197 0.275 0.292 0.277 0.219 -1.529 0.348 -0.431 0.352 0.325 0.403 0.181 0.056 0.157

=====

Stability order, top to bottom: A, B, C

=====

A.
# C5H12NO

A cluster of 2 separate species, C5H12NO in total (ωB97M-V/def2-TZVPD, OMol25).

The geometry in ORCA input format:
```
! RIJCOSX wB97M-V def2-TZVPD def2/J DEFGRID3
* xyz -2 2
C -2.311 -2.273 -1.966
N -3.269 -2.074 -0.912
C 0.510 0.300 0.275
C 1.027 1.375 1.183
C 2.512 1.534 1.324
O 3.148 1.715 0.107
C -1.021 0.070 0.371
H -1.825 -1.318 -2.250
H -2.682 -2.656 -2.935
H -1.410 -2.914 -1.736
H -3.640 -2.997 -0.669
H 1.053 -0.637 0.248
H 0.784 1.326 -0.263
H 0.332 2.023 1.717
H 2.742 2.310 2.080
H 3.042 0.590 1.733
H -1.608 0.714 -0.280
H -1.281 0.083 1.438
H -1.326 -0.924 0.026
*
```

E_LUMO (alpha / beta): 7.1 / 7.0 eV
Kohn-Sham gap (alpha / beta): 0.2151 / 0.2136 hartree

Okay, here come the natural (NBO) numbers, in e, for every atom: -0.406 -1.147 -0.476 -0.277 -0.090 -0.994 -0.644 0.146 0.088 0.087 0.252 0.204 0.327 0.161 0.074 0.066 0.199 0.169 0.262

=====

B.
# C5H12NO

The ion C5H12NO with charge -2 (ωB97M-V/def2-TZVPD, OMol25).

The geometry in ORCA input format:
```
! RIJCOSX wB97M-V def2-TZVPD def2/J DEFGRID3
* xyz -2 2
C 0.142 -1.303 -2.431
C -0.278 -0.997 -0.993
N 0.551 0.087 -0.447
C -0.782 -0.139 1.692
C 0.522 0.286 0.979
C 0.615 1.934 1.166
O 0.143 2.611 0.116
H 1.216 -1.153 -2.555
H -0.374 -0.714 -3.190
H -0.134 -2.338 -2.708
H -0.171 -1.900 -0.395
H -1.341 -0.728 -1.038
H 0.323 1.013 -0.841
H -0.691 0.166 2.742
H -1.663 0.364 1.293
H -1.067 -1.195 1.610
H 1.332 -0.196 1.559
H -0.041 2.083 2.051
H 1.694 2.121 1.392
*
```

E_LUMO (alpha / beta): 6.8 / 6.7 eV
Kohn-Sham gap (alpha / beta): 0.0919 / 0.2470 hartree

Okay, here come the natural (NBO) numbers, in e, for every atom: -1.176 -0.388 -0.703 -0.681 -0.081 -0.001 -0.955 0.186 0.172 0.109 0.163 0.147 0.399 0.176 0.196 0.179 0.123 0.070 0.063

=====

Stability order, top to bottom: B, A